1.
Molecular formula: C25H27N3O2S
Method: DFT, the ωB97M-V functional and the def2-TZVPD basis

```
58
C25H27N3O2S | OMol25 | the ωB97M-V functional and the def2-TZVPD basis
C 1.81 -3.83 -0.28
C 0.83 -3.02 0.47
N -0.33 -3.56 0.90
C -1.10 -2.62 1.58
C -0.39 -1.41 1.60
C -0.92 -0.35 2.33
C -2.17 -0.50 2.93
C -2.86 -1.73 2.91
C -2.31 -2.82 2.24
C 0.88 -1.65 0.87
C 1.96 -0.80 0.67
C 1.92 0.62 0.86
C 0.83 1.42 0.43
C 0.79 2.78 0.74
C 1.81 3.37 1.48
C 1.71 4.80 1.91
C 2.93 2.61 1.83
C 3.01 1.26 1.49
H 2.64 -3.20 -0.60
H 2.20 -4.65 0.34
H 1.33 -4.27 -1.17
H -0.60 -4.53 0.74
H -0.34 0.57 2.42
H -2.62 0.35 3.43
H -3.82 -1.83 3.41
H -2.78 -3.81 2.20
H 2.91 -1.25 0.38
H 0.02 0.96 -0.14
H -0.07 3.38 0.43
H 2.63 5.12 2.39
H 1.51 5.45 1.05
H 0.88 4.94 2.62
H 3.75 3.08 2.37
H 3.88 0.67 1.78
C 8.65 -1.32 3.02
C 7.91 -0.97 4.28
N 6.62 -1.73 4.41
C 5.49 -1.24 3.70
O 5.61 -0.18 3.05
C 4.32 -2.02 3.77
C 4.34 -3.31 4.32
O 3.40 -4.13 4.24
N 5.53 -3.70 4.98
C 5.61 -5.12 5.50
C 6.00 -6.09 4.42
C 6.73 -3.04 4.84
S 8.22 -3.79 5.11
H 9.57 -0.73 2.95
H 8.93 -2.38 3.02
H 8.03 -1.10 2.14
H 8.49 -1.28 5.15
H 7.65 0.10 4.33
H 3.44 -1.67 3.27
H 6.40 -5.08 6.26
H 4.64 -5.35 5.94
H 6.01 -7.11 4.83
H 5.27 -6.06 3.60
H 7.00 -5.86 4.04
```

ΔE to the lowest compared entry with this formula, charge and spin: 40.9 kcal/mol
Highest occupied orbital energy: -0.2366 Ha
Largest force on an atom: 0.029 hartree/bohr
Calculated total energy: -45763.362 eV
Net charge: 0

---

2.
Molecular formula: C5H7NO
Method: DFT, the ωB97M-V functional and the def2-TZVPD basis

```
14
C5H7NO | OMol25 | the ωB97M-V functional and the def2-TZVPD basis
C 1.19 0.61 -1.28
C 0.66 0.51 0.16
C -0.43 -0.57 0.36
C -1.04 -0.53 1.75
O -2.20 -0.69 2.01
C -1.45 -0.54 -0.69
N -2.20 -0.49 -1.58
H 1.54 -0.36 -1.65
H 2.03 1.31 -1.32
H 0.41 0.97 -1.96
H 1.48 0.27 0.84
H 0.26 1.48 0.46
H 0.03 -1.57 0.35
H -0.27 -0.39 2.55
```

ΔE to the lowest compared entry with this formula, charge and spin: 21.4 kcal/mol
Highest occupied orbital energy: -0.3877 Ha
Largest force on an atom: 0.022 hartree/bohr
SMILES: CC[C@H](C#N)C=O
Calculated total energy: -8835.277 eV
Net charge: 0

---

3.
Molecular formula: C7H17NO2
Method: DFT, the ωB97M-V functional and the def2-TZVPD basis

```
27
C7H17NO2 | OMol25 | the ωB97M-V functional and the def2-TZVPD basis
O 1.25 -0.10 0.10
O -1.05 0.18 -0.19
N 0.83 1.98 2.50
C 0.40 2.38 3.86
C 3.59 -0.47 0.15
C -2.19 -1.01 -1.91
C 2.49 0.53 -0.14
C -1.07 -0.05 -1.64
C 0.13 0.81 0.34
C -0.10 1.00 1.87
H 1.78 1.64 2.45
H 0.46 1.54 4.54
H 1.08 3.18 4.18
H -0.62 2.77 3.95
H 3.59 -0.72 1.25
H 4.57 -0.06 -0.05
H 3.49 -1.38 -0.46
H -2.25 -1.21 -2.98
H -2.07 -1.95 -1.35
H -3.16 -0.60 -1.63
H 2.69 1.43 0.49
H 2.56 0.86 -1.18
H -0.13 -0.47 -1.99
H -1.25 0.89 -2.16
H 0.28 1.79 -0.14
H 0.10 0.04 2.39
H -1.13 1.30 2.03
```

ΔE to the lowest compared entry with this formula, charge and spin: 49.0 kcal/mol
Highest occupied orbital energy: -0.3200 Ha
Largest force on an atom: 0.035 hartree/bohr
SMILES: CCOC(CNC)OCC
Calculated total energy: -13118.615 eV
Net charge: 0

---

4.
Molecular formula: C5H6N
Method: DFT, the ωB97M-V functional and the def2-TZVPD basis

```
12
C5H6N | OMol25 | the ωB97M-V functional and the def2-TZVPD basis
C 1.77 -0.78 1.51
C 1.95 -0.21 0.37
C -0.79 0.21 -0.55
C -0.80 -0.36 0.84
C 0.53 0.67 -1.19
N 1.63 0.33 -0.71
H -1.07 -0.58 -1.38
H -1.40 1.26 -0.60
H -0.95 0.23 1.80
H -1.52 -1.16 0.70
H 0.39 1.13 -2.07
H 0.25 -0.73 1.29
```

ΔE to the lowest compared entry with this formula, charge and spin: 193.9 kcal/mol
Highest occupied orbital energy: -0.5752 Ha
Largest force on an atom: 0.072 hartree/bohr
Calculated total energy: -6756.770 eV
Net charge: +1

---

5.
Molecular formula: C44H58N11O5P
Method: DFT, the ωB97M-V functional and the def2-TZVPD basis

```
119
C44H58N11O5P | OMol25 | the ωB97M-V functional and the def2-TZVPD basis
O -1.32 2.57 0.13
H -1.64 2.22 1.06
H -1.67 1.77 -0.44
H -0.49 2.22 0.08
P -0.32 -0.27 -0.08
O -0.87 -0.45 1.21
O 0.56 1.03 0.07
O -1.39 0.38 -0.87
O 0.48 -1.42 -0.68
N 3.12 -1.62 -1.18
C 3.88 -2.31 -2.06
C 5.16 -2.44 -1.50
C 5.15 -1.63 -0.17
C 3.83 -1.27 0.02
H 2.10 -1.74 -1.12
H 3.31 -2.61 -3.02
H 6.14 -2.95 -1.88
H 5.91 -1.52 0.49
H 3.27 -1.04 0.86
N -2.46 -2.15 2.30
C -2.08 -3.22 2.99
C -3.20 -3.79 3.51
C -4.28 -2.92 3.06
C -3.72 -1.87 2.47
H -1.84 -1.22 1.83
H -1.07 -3.59 3.03
H -3.27 -4.77 4.17
H -5.39 -3.01 3.25
H -4.20 -0.98 2.10
N 0.52 -3.80 0.07
C -0.60 -4.51 0.44
C -0.09 -5.69 0.91
C 1.38 -5.53 0.87
C 1.72 -4.46 0.15
H 0.47 -2.62 -0.13
H -1.52 -4.13 0.32
H -0.82 -6.48 1.37
H 2.22 -6.13 1.36
H 2.76 -4.12 -0.11
N 0.45 -1.36 3.21
C 0.10 -1.02 4.51
C 1.08 -1.60 5.35
C 2.03 -2.29 4.47
C 1.63 -2.01 3.21
H -0.19 -1.08 2.42
H -0.76 -0.36 4.68
H 1.02 -1.47 6.42
H 2.92 -2.64 4.89
H 1.98 -2.29 2.22
N -3.12 -1.53 -1.60
C -3.68 -2.66 -0.99
C -4.57 -3.33 -1.70
C -4.49 -2.61 -3.10
C -3.60 -1.71 -2.94
H -2.41 -0.83 -1.46
H -3.16 -2.88 0.07
H -5.11 -4.16 -1.59
H -4.90 -2.80 -4.00
H -3.13 -1.09 -3.88
N 1.20 4.20 1.29
C 1.90 5.12 0.43
C 1.28 6.30 0.60
C 0.20 6.13 1.71
C 0.29 4.89 2.15
H 1.56 3.29 1.29
H 2.65 4.53 -0.30
H 1.34 7.26 -0.10
H -0.39 6.85 2.26
H -0.49 4.47 2.78
N 2.34 1.56 1.59
C 2.09 1.67 2.91
C 3.35 2.05 3.49
C 4.23 2.46 2.42
C 3.56 2.11 1.24
H 1.40 1.31 0.95
H 1.22 1.45 3.30
H 3.55 2.41 4.63
H 5.07 3.12 2.43
H 3.75 2.22 0.22
N -2.06 1.62 -2.95
C -1.10 1.97 -4.04
C -1.84 2.60 -4.97
C -3.32 2.60 -4.44
C -3.38 1.97 -3.26
H -1.90 0.88 -2.06
H -0.11 1.66 -3.97
H -1.43 2.93 -5.91
H -4.19 3.02 -4.95
H -4.10 1.90 -2.47
N -2.50 1.22 2.29
C -3.75 1.70 1.94
C -4.03 2.87 2.55
C -2.78 3.02 3.55
C -1.88 2.01 3.36
H -1.83 0.48 2.15
H -4.37 1.33 1.01
H -4.86 3.69 2.56
H -2.88 3.88 4.28
H -1.03 2.00 3.91
N 1.92 1.99 -1.85
C 3.24 1.63 -2.15
C 3.65 2.45 -3.19
C 2.56 3.44 -3.42
C 1.54 3.15 -2.46
H 1.32 1.48 -1.04
H 3.49 0.77 -1.63
H 4.61 2.22 -3.85
H 2.52 4.46 -4.06
H 0.68 3.78 -2.45
N 0.58 -1.54 -3.21
C 1.27 -0.72 -4.04
C 1.06 -1.22 -5.32
C 0.22 -2.41 -5.16
C -0.18 -2.52 -3.90
H 0.52 -1.21 -2.10
H 1.77 0.04 -3.68
H 1.46 -0.56 -6.15
H 0.02 -3.15 -5.91
H -0.91 -3.07 -3.38
```

ΔE to the lowest compared entry with this formula, charge and spin: 34.5 kcal/mol
Highest occupied orbital energy: -0.1272 Ha
Largest force on an atom: 0.155 hartree/bohr
Calculated total energy: -82476.171 eV
Net charge: -2

---

6.
Molecular formula: CI3NS2
Method: DFT, the ωB97M-V functional and the def2-TZVPD basis

```
7
CI3NS2 | OMol25 | the ωB97M-V functional and the def2-TZVPD basis
C 0.18 1.32 0.49
N -0.12 -1.24 0.04
S -1.36 1.19 0.89
S 1.09 -0.09 -0.02
I 0.49 -3.24 0.32
I -1.47 -0.91 -1.54
I 1.18 2.97 -0.18
```

ΔE to the lowest compared entry with this formula, charge and spin: 42.0 kcal/mol
Highest occupied orbital energy: -0.3238 Ha
Largest force on an atom: 0.033 hartree/bohr
Calculated total energy: -48496.697 eV
Net charge: 0

---

7.
Molecular formula: C31H35N7O5RuS
Method: DFT, the ωB97M-V functional and the def2-TZVPD basis

```
80
C31H35N7O5RuS | OMol25 | the ωB97M-V functional and the def2-TZVPD basis
Ru 0.13 1.21 0.71
C 1.07 3.77 -1.70
N 0.83 2.50 -2.39
C -0.47 2.31 -2.98
C -1.62 2.08 -2.03
N -1.55 1.93 -0.73
C -2.86 1.69 -0.29
C -3.34 1.46 0.99
C -4.69 1.22 1.12
C -5.55 1.22 0.01
C -5.08 1.47 -1.26
C -3.72 1.71 -1.39
N -2.90 1.97 -2.48
C 1.51 3.63 -0.28
N 0.70 3.38 0.74
C 1.50 3.43 1.89
C 1.15 3.33 3.23
C 2.16 3.46 4.16
C 3.48 3.72 3.77
C 3.84 3.86 2.45
C 2.82 3.72 1.51
N 2.77 3.85 0.14
H 0.16 4.37 -1.69
H 1.83 4.33 -2.24
H 1.10 1.68 -1.85
H -0.41 1.44 -3.64
H -0.70 3.17 -3.61
H -2.67 1.47 1.85
H -5.11 1.02 2.10
H -6.60 1.02 0.16
H -5.75 1.48 -2.12
H -3.19 2.06 -3.44
H 0.12 3.17 3.52
H 1.93 3.38 5.22
H 4.24 3.83 4.54
H 4.85 4.09 2.16
H 3.56 4.05 -0.47
C -4.25 -3.93 0.92
C -2.85 -3.38 1.00
C -2.59 -2.07 0.61
C -1.31 -1.55 0.68
C -0.28 -2.35 1.15
C -0.52 -3.66 1.55
C -1.80 -4.17 1.47
S 1.42 -1.83 1.23
O 1.99 -1.88 -0.21
O 2.14 -2.76 2.03
N 1.60 -0.31 1.69
C 1.73 -0.11 3.07
C 0.23 0.30 3.70
O 0.21 0.24 4.90
O -0.61 0.62 2.83
H -4.84 -3.37 0.19
H -4.74 -3.84 1.89
H -4.25 -4.98 0.65
H -3.39 -1.44 0.25
H -1.12 -0.53 0.35
H 0.30 -4.27 1.92
H -1.99 -5.19 1.76
H 2.32 0.77 3.30
H 2.07 -0.99 3.62
O 0.89 0.05 -1.03
C 1.40 -1.13 -1.38
C 2.61 -0.90 -2.32
C 3.47 -2.10 -2.67
C 2.72 -3.25 -3.35
C 1.87 -4.05 -2.36
C 0.49 -3.45 -2.08
N 0.37 -2.00 -1.93
H 3.22 -0.13 -1.84
H 2.18 -0.46 -3.23
H 3.96 -2.48 -1.77
H 4.27 -1.75 -3.34
H 3.45 -3.92 -3.80
H 2.09 -2.86 -4.16
H 2.42 -4.15 -1.42
H 1.70 -5.05 -2.75
H 0.10 -3.92 -1.17
H -0.19 -3.71 -2.89
H -0.02 -1.54 -2.74
```

ΔE to the lowest compared entry with this formula, charge and spin: 51.7 kcal/mol
Multiplicity: 6
Highest occupied orbital energy (alpha / beta): -0.4064 / -0.4072 Ha
Largest force on an atom: 0.027 hartree/bohr
Calculated total energy: -66793.049 eV
Net charge: +1
Expectation value of S²: 8.764

---

8.
Molecular formula: C13H10ClN3O2S
Method: DFT, the ωB97M-V functional and the def2-TZVPD basis

```
30
C13H10ClN3O2S | OMol25 | the ωB97M-V functional and the def2-TZVPD basis
O 0.82 -1.01 0.61
C -0.03 -0.15 0.47
N -0.92 0.28 1.38
N -1.00 -0.18 2.64
C -1.88 0.30 3.42
C -2.01 -0.17 4.76
C -2.91 0.26 5.71
C -2.76 -0.41 6.93
C -1.77 -1.34 6.90
S -0.98 -1.41 5.38
H -1.45 -1.99 7.70
H -3.37 -0.22 7.80
H -3.64 1.03 5.53
H -2.57 1.09 3.10
H -1.55 1.02 1.06
C -0.21 0.59 -0.86
O -1.06 1.45 -1.00
N 0.68 0.14 -1.76
C 0.88 0.51 -3.09
C 0.11 1.50 -3.71
C 0.35 1.82 -5.03
C 1.35 1.19 -5.75
C 2.11 0.21 -5.13
C 1.89 -0.13 -3.81
H 2.49 -0.89 -3.33
Cl 3.36 -0.59 -6.01
H 1.54 1.45 -6.78
H -0.24 2.59 -5.51
H -0.67 1.99 -3.15
H 1.29 -0.59 -1.39
```

Highest occupied orbital energy: -0.3133 Ha
Largest force on an atom: 0.028 hartree/bohr
SMILES: O=C(N/N=C/c1cccs1)C(=O)Nc1cccc(Cl)c1
Calculated total energy: -45566.239 eV
Net charge: 0

---

9.
Molecular formula: C24H30N5O10P3TeTi
Method: DFT, the ωB97M-V functional and the def2-TZVPD basis

```
74
C24H30N5O10P3TeTi | OMol25 | the ωB97M-V functional and the def2-TZVPD basis
Ti 0.32 0.00 0.35
C 1.14 1.31 -6.82
C 0.95 0.74 -5.44
C 0.74 -0.63 -5.25
C 0.55 -1.14 -3.99
C 0.56 -0.34 -2.82
N 0.36 -0.83 -1.59
C 0.36 -2.20 -1.38
C 1.39 -3.04 -1.78
C 1.33 -4.41 -1.55
C 0.22 -4.98 -0.92
C 0.18 -6.46 -0.65
C -0.81 -4.16 -0.51
C -0.77 -2.78 -0.73
N -1.79 -1.94 -0.33
C -3.13 -2.19 -0.31
C -3.76 -1.01 0.03
C -2.76 -0.08 0.21
N -1.55 -0.64 0.00
C 0.70 1.06 -3.05
C 0.90 1.56 -4.33
N 0.59 1.97 -2.00
C 1.22 3.16 -1.91
C 0.70 3.82 -0.81
C -0.24 2.95 -0.28
N -0.30 1.82 -1.00
H 1.66 0.60 -7.46
H 0.18 1.54 -7.29
H 1.72 2.23 -6.79
H 0.72 -1.29 -6.10
H 0.37 -2.20 -3.87
H 2.26 -2.61 -2.25
H 2.16 -5.04 -1.86
H 0.87 -7.00 -1.30
H 0.48 -6.66 0.39
H -0.82 -6.86 -0.79
H -1.66 -4.58 0.02
H -3.52 -3.15 -0.58
H -4.82 -0.87 0.15
H -2.82 0.96 0.50
H 0.99 2.63 -4.46
H 2.00 3.44 -2.58
H 0.99 4.79 -0.45
H -0.88 3.08 0.57
O 2.32 2.29 1.77
P 2.91 0.95 1.08
O 4.33 1.15 0.79
O 2.00 0.61 -0.11
O 2.63 -0.12 2.24
P 1.92 -1.62 2.17
O 2.98 -2.14 0.93
O 0.54 -0.48 3.59
O 0.65 -1.49 1.23
H 1.45 2.09 2.16
H 2.51 -2.71 0.32
C 1.00 2.49 6.15
C -0.01 1.64 5.39
O 0.11 1.86 4.02
P -0.47 0.56 3.08
O -0.12 1.08 1.68
Te -1.89 -1.43 3.26
O -2.16 1.44 3.14
C -2.29 2.82 3.09
C -3.39 3.27 2.13
H 0.87 2.34 7.22
H 0.86 3.54 5.91
H 2.00 2.19 5.86
H -1.04 1.89 5.71
H 0.16 0.58 5.60
H -1.34 3.29 2.80
H -2.54 3.20 4.10
H -3.12 3.05 1.10
H -3.55 4.35 2.22
H -4.32 2.75 2.36
```

ΔE to the lowest compared entry with this formula, charge and spin: 81.6 kcal/mol
Highest occupied orbital energy: 0.0334 Ha
Largest force on an atom: 0.123 hartree/bohr
Calculated total energy: -111584.734 eV
Net charge: -2